Below is a 12-piece molecular cluster, C48H100N3O32P5 overall at a distorted geometry, with properties calculated with ωB97M-V with the def2-TZVPD basis set.

structure (SMILES): CCOP(=O)(OCC)OCC.CCOP(=O)(OCC)OCC.CCOP(=O)(OCC)OCC.CCOP(=O)(OCC)OCC.CCOP(=O)(OCC)OCC.O=C1OCCO1.O=C1OCCO1.O=C1OCCO1.O=C1OCCO1.CC#N.CC#N.CC#N
max |F|: 7.6 eV/A
E: -167843.1520 eV
frontier orbital gap: 0.3947 Ha

Positions of all 188 atoms, in Å:
C (-1.37, 18.91, -5.94)
C (-0.01, 18.99, -5.53)
N (1.09, 19.10, -5.15)
H (-1.90, 18.36, -5.15)
H (-1.35, 18.36, -6.88)
H (-1.70, 19.94, -6.04)
C (5.55, 18.72, -11.70)
C (6.34, 19.89, -11.96)
N (6.96, 20.88, -12.24)
H (6.28, 17.94, -11.46)
H (5.08, 18.51, -12.66)
H (4.95, 19.03, -10.85)
C (3.19, 13.81, -9.07)
C (3.53, 12.45, -8.66)
N (3.78, 11.38, -8.31)
H (2.19, 13.75, -9.50)
H (3.90, 13.97, -9.88)
H (3.21, 14.47, -8.20)
C (2.32, 14.44, -14.20)
C (3.32, 14.93, -13.11)
O (2.66, 15.18, -11.87)
P (1.52, 16.35, -11.77)
O (1.90, 17.61, -12.44)
O (0.19, 15.51, -12.27)
C (-0.16, 14.30, -11.65)
C (-1.50, 13.83, -12.28)
O (1.12, 16.58, -10.21)
C (1.47, 17.73, -9.47)
C (0.26, 18.71, -9.36)
H (1.71, 15.25, -14.59)
H (2.90, 14.12, -15.07)
H (1.75, 13.57, -13.87)
H (3.98, 14.08, -12.93)
H (3.81, 15.84, -13.46)
H (0.66, 13.59, -11.77)
H (-0.24, 14.47, -10.58)
H (-1.18, 13.42, -13.24)
H (-1.87, 12.94, -11.76)
H (-2.26, 14.60, -12.38)
H (1.83, 17.38, -8.50)
H (2.39, 18.16, -9.87)
H (0.45, 19.68, -8.89)
H (0.01, 18.94, -10.40)
H (-0.59, 18.23, -8.88)
C (7.35, 12.65, -8.86)
C (7.31, 13.98, -8.17)
O (8.30, 13.89, -7.11)
P (8.05, 14.67, -5.71)
O (9.18, 14.58, -4.83)
O (7.79, 16.17, -6.29)
C (8.36, 17.26, -5.63)
C (7.54, 17.55, -4.41)
O (6.67, 14.06, -5.12)
C (6.59, 12.78, -4.50)
C (5.70, 11.90, -5.44)
H (8.23, 12.54, -9.51)
H (7.34, 11.78, -8.21)
H (6.46, 12.67, -9.49)
H (7.60, 14.81, -8.81)
H (6.32, 14.20, -7.77)
H (9.44, 17.17, -5.46)
H (8.22, 18.15, -6.25)
H (7.81, 16.79, -3.67)
H (7.76, 18.46, -3.85)
H (6.50, 17.41, -4.71)
H (7.58, 12.40, -4.28)
H (6.03, 13.00, -3.59)
H (5.52, 10.91, -5.03)
H (4.70, 12.32, -5.51)
H (5.98, 11.78, -6.49)
C (13.77, 20.23, -10.08)
C (13.66, 19.71, -8.69)
O (12.99, 18.46, -8.71)
P (11.49, 18.35, -8.10)
O (11.52, 18.60, -6.65)
O (10.65, 19.45, -8.96)
C (9.31, 19.70, -8.63)
C (8.39, 18.65, -9.25)
O (10.98, 16.83, -8.50)
C (11.58, 15.74, -7.77)
C (11.92, 14.66, -8.68)
H (14.37, 19.52, -10.65)
H (12.80, 20.22, -10.57)
H (14.13, 21.25, -10.23)
H (14.69, 19.66, -8.33)
H (13.13, 20.45, -8.10)
H (9.07, 19.81, -7.57)
H (9.19, 20.67, -9.12)
H (8.56, 18.54, -10.32)
H (8.54, 17.69, -8.75)
H (7.37, 19.01, -9.10)
H (12.41, 16.16, -7.20)
H (10.79, 15.38, -7.11)
H (11.02, 14.35, -9.22)
H (12.69, 15.07, -9.33)
H (12.34, 13.76, -8.23)
C (4.75, 25.21, -3.85)
C (6.04, 24.59, -4.44)
O (5.62, 24.54, -5.82)
P (5.88, 23.16, -6.64)
O (5.35, 21.99, -5.90)
O (7.45, 23.19, -6.96)
C (8.03, 24.31, -7.61)
C (8.97, 23.93, -8.67)
O (5.15, 23.45, -8.10)
C (5.04, 22.47, -9.09)
C (3.72, 21.68, -8.92)
H (4.93, 25.64, -2.86)
H (4.38, 25.99, -4.51)
H (4.02, 24.41, -3.75)
H (6.95, 25.20, -4.38)
H (6.29, 23.61, -4.05)
H (7.30, 25.02, -8.01)
H (8.54, 24.83, -6.79)
H (9.95, 23.68, -8.27)
H (8.63, 23.01, -9.15)
H (9.16, 24.68, -9.45)
H (4.88, 23.01, -10.03)
H (5.95, 21.87, -9.17)
H (3.46, 21.09, -9.81)
H (3.88, 21.05, -8.05)
H (2.85, 22.30, -8.72)
C (3.90, 17.84, -15.90)
C (4.76, 16.71, -16.49)
O (5.39, 15.96, -15.50)
P (6.87, 16.24, -14.96)
O (6.91, 17.47, -14.11)
O (7.21, 14.82, -14.29)
C (8.03, 14.74, -13.16)
C (7.17, 14.90, -11.85)
O (7.83, 16.29, -16.27)
C (9.24, 16.54, -16.18)
C (9.65, 17.99, -15.81)
H (3.31, 18.37, -16.65)
H (3.15, 17.42, -15.23)
H (4.51, 18.53, -15.33)
H (4.06, 16.05, -17.01)
H (5.50, 16.93, -17.25)
H (8.48, 13.75, -13.18)
H (8.92, 15.37, -13.22)
H (7.79, 14.53, -11.03)
H (6.81, 15.88, -11.53)
H (6.22, 14.38, -11.93)
H (9.69, 15.99, -15.34)
H (9.76, 16.25, -17.09)
H (9.14, 18.26, -14.89)
H (10.71, 18.20, -15.78)
H (9.22, 18.67, -16.55)
C (1.45, 13.18, -5.99)
C (-0.03, 12.82, -5.98)
O (-0.67, 13.84, -6.72)
C (0.11, 14.93, -6.84)
O (-0.21, 15.97, -7.41)
O (1.37, 14.52, -6.47)
H (1.99, 12.49, -6.64)
H (1.86, 13.18, -4.98)
H (-0.25, 12.77, -4.91)
H (-0.21, 11.81, -6.36)
C (4.03, 18.68, -6.81)
C (3.74, 17.26, -6.22)
O (4.41, 16.44, -7.14)
C (5.16, 17.15, -8.04)
O (5.75, 16.67, -9.01)
O (5.13, 18.50, -7.63)
H (4.24, 19.47, -6.10)
H (3.23, 19.09, -7.42)
H (2.68, 17.10, -6.38)
H (4.04, 17.23, -5.17)
C (4.08, 15.44, -3.09)
C (3.77, 16.74, -2.32)
O (2.46, 16.92, -2.57)
C (2.07, 16.15, -3.54)
O (0.87, 16.06, -3.90)
O (3.01, 15.36, -3.98)
H (4.05, 14.61, -2.39)
H (4.99, 15.55, -3.69)
H (4.27, 17.64, -2.67)
H (3.91, 16.64, -1.24)
C (5.23, 20.55, -3.30)
C (3.72, 20.85, -3.15)
O (3.54, 20.88, -1.79)
C (4.50, 20.14, -1.22)
O (4.57, 19.92, 0.00)
O (5.43, 19.81, -2.09)
H (5.89, 21.42, -3.26)
H (5.54, 19.92, -4.14)
H (3.02, 20.09, -3.50)
H (3.42, 21.83, -3.51)

Below is C25H45CeClF5OPTe as an isolated structure at a distorted geometry, with properties calculated with ωB97M-V with the def2-TZVPD basis set.

max |F|: 1.9 eV/A
E: -84328.5497 eV
frontier orbital gap (alpha / beta): 0.3001 / 0.2080 Ha

Positions of all 80 atoms, in Å:
Ce (0.66, 0.62, 3.89)
Cl (2.85, -0.75, 3.66)
P (-0.02, 0.56, -0.41)
C (-0.54, -0.06, 1.13)
H (-0.90, -1.08, 1.10)
H (-1.23, 0.63, 1.67)
C (1.81, 0.69, -0.51)
C (-0.75, 2.25, -0.49)
C (2.28, 0.84, -1.96)
H (2.01, 1.62, 0.06)
C (3.78, 1.14, -2.01)
H (2.09, -0.12, -2.48)
H (1.74, 1.62, -2.51)
C (4.63, 0.13, -1.23)
H (4.08, 1.15, -3.06)
H (3.96, 2.15, -1.61)
C (4.08, -0.14, 0.17)
H (4.68, -0.82, -1.78)
H (5.66, 0.50, -1.16)
C (2.57, -0.44, 0.16)
H (4.60, -0.98, 0.64)
H (4.27, 0.74, 0.82)
H (2.40, -1.38, -0.39)
H (2.24, -0.57, 1.19)
C (-0.63, -0.56, -1.72)
C (-2.25, 2.16, -0.80)
H (-0.63, 2.61, 0.55)
C (-2.91, 3.53, -0.67)
H (-2.38, 1.80, -1.83)
H (-2.74, 1.44, -0.14)
C (-2.24, 4.58, -1.56)
H (-3.97, 3.46, -0.94)
H (-2.86, 3.88, 0.38)
C (-0.72, 4.62, -1.35)
H (-2.46, 4.38, -2.61)
H (-2.66, 5.57, -1.36)
C (-0.06, 3.24, -1.44)
H (-0.25, 5.28, -2.09)
H (-0.50, 5.04, -0.36)
H (-0.14, 2.85, -2.47)
H (1.01, 3.33, -1.21)
C (0.11, -1.89, -1.70)
H (-1.67, -0.77, -1.43)
C (-0.56, -2.90, -2.64)
H (1.15, -1.73, -2.02)
H (0.14, -2.31, -0.68)
C (-0.78, -2.34, -4.06)
H (0.05, -3.80, -2.69)
H (-1.53, -3.20, -2.22)
C (-1.39, -0.94, -4.07)
H (0.18, -2.33, -4.61)
H (-1.42, -3.02, -4.62)
C (-0.66, 0.03, -3.13)
H (-1.39, -0.52, -5.08)
H (-2.44, -1.00, -3.75)
H (0.37, 0.19, -3.49)
H (-1.15, 1.02, -3.17)
C (-0.01, -3.55, 1.69)
C (-1.32, -3.26, 1.43)
H (0.78, -3.31, 0.97)
C (-2.41, -3.38, 2.44)
H (-1.67, -3.00, 0.42)
C (-1.88, -3.66, 3.85)
H (-3.02, -2.47, 2.48)
H (-3.11, -4.18, 2.15)
C (-0.71, -4.64, 3.87)
H (-1.58, -2.69, 4.27)
H (-2.69, -4.07, 4.47)
C (0.45, -4.27, 2.91)
H (-0.30, -4.70, 4.88)
H (-1.05, -5.65, 3.62)
H (1.19, -3.63, 3.44)
H (0.98, -5.20, 2.63)
F (-1.87, 4.62, 2.63)
Te (-0.91, 3.69, 4.03)
F (-0.89, -0.65, 4.48)
F (0.95, 1.77, 5.62)
F (0.64, 4.69, 3.67)
F (-1.19, 5.15, 5.34)
O (0.01, 2.38, 2.82)

> What is the formula in the second record?

C25H45CeClF5OPTe

> What is the max |F| in the first record?

7.6 eV/A

> Which of these has the lowest E?

C48H100N3O32P5